87
Properties=species:S:1:pos:R:3 method="wB97M-V/def2-TZVPD" e_above_lowest_ev=0.000 lumo_energy_ev=-3.24 total_charge=+1 homo_energy_ev=-10.1660 spin_multiplicity=1 energy_ha=-7120.664190
Lu -0.48 0.59 0.07
N 2.96 3.00 -1.84
C 1.66 2.58 -2.45
C 0.78 3.76 -2.81
C -0.63 3.22 -3.06
N -1.21 2.69 -1.80
C -0.60 2.12 -4.13
C 0.42 1.01 -3.87
N -0.01 0.18 -2.72
C 1.81 1.61 -3.60
H 2.72 3.26 -0.85
H 3.40 3.78 -2.32
H 3.60 2.21 -1.79
H 1.17 2.04 -1.66
H 1.14 4.25 -3.72
H 0.76 4.49 -1.99
H -1.25 4.03 -3.44
H -2.16 2.38 -1.98
H -1.28 3.45 -1.14
H -0.37 2.58 -5.09
H -1.60 1.68 -4.22
H 0.50 0.40 -4.77
H 0.62 -0.62 -2.65
H -0.92 -0.20 -2.94
H 2.17 2.11 -4.51
H 2.51 0.81 -3.34
F 3.28 2.02 5.97
C 2.80 2.28 4.76
C 1.96 1.37 4.14
F 1.64 0.22 4.74
C 1.48 1.67 2.89
F 0.68 0.76 2.29
C 1.79 2.83 2.19
S 1.09 3.15 0.63
C 2.65 3.71 2.84
F 3.01 4.84 2.24
C 3.14 3.45 4.11
F 3.95 4.31 4.71
I -2.43 2.74 1.30
C -4.09 1.77 0.37
C -5.30 2.33 0.62
C -6.46 1.76 0.07
C -6.36 0.64 -0.70
C -5.10 0.04 -0.96
C -5.04 -1.15 -1.72
C -3.84 -1.77 -1.93
C -2.66 -1.18 -1.42
C -2.63 0.00 -0.71
C -3.90 0.61 -0.44
H -5.37 3.21 1.26
H -7.42 2.22 0.27
H -7.25 0.18 -1.12
H -5.96 -1.57 -2.11
H -3.79 -2.70 -2.48
H -1.73 -1.74 -1.59
O -2.29 -5.27 5.24
N -1.54 -5.59 4.34
O -0.99 -6.67 4.22
C -1.25 -4.58 3.32
C -1.84 -3.34 3.39
C -1.53 -2.37 2.46
C -0.60 -2.58 1.39
O -0.17 -1.69 0.60
C -0.17 -3.95 1.30
C -0.42 -4.89 2.25
N 0.57 -4.37 0.11
O 1.52 -5.11 0.26
O 0.20 -3.93 -0.96
N -2.22 -1.12 2.57
O -3.22 -1.03 3.24
O -1.76 -0.16 1.95
H -2.55 -3.12 4.18
H -0.02 -5.89 2.16
C 3.00 -2.43 1.60
As 3.47 -1.61 -0.08
C 5.33 -1.16 0.17
C 3.57 -2.78 -1.61
S 2.41 0.19 -0.42
H 3.35 -3.47 1.62
H 1.93 -2.39 1.77
H 3.52 -1.85 2.36
H 5.90 -2.08 0.31
H 5.44 -0.52 1.04
H 5.70 -0.64 -0.71
H 3.91 -3.76 -1.29
H 4.30 -2.33 -2.29
H 2.61 -2.88 -2.11

101
Properties=species:S:1:pos:R:3 method="wB97M-V/def2-TZVPD" lumo_energy_ev=-3.77 total_charge=+1 homo_energy_ev=-12.3759 spin_multiplicity=1 energy_ha=-9743.422636
C 2.74 -0.09 -0.48
C 1.47 0.46 -1.23
N 0.41 -0.24 -1.14
C 1.59 1.80 -2.08
N 2.29 2.80 -1.26
C 1.69 3.62 -0.27
C 0.18 3.62 0.07
Br -0.38 2.35 1.46
C -0.66 4.46 -0.57
C -0.24 5.46 -1.69
Br -2.57 4.50 -0.10
C 2.71 4.44 0.33
C 2.52 5.45 1.48
C 3.43 5.42 2.64
C 3.06 6.43 3.63
C 1.93 7.30 3.38
N 1.09 7.39 2.30
C 1.47 6.43 1.41
N 3.96 4.14 -0.32
B 5.33 4.78 -0.05
O 6.26 3.94 0.59
N 5.69 6.13 -0.45
C 4.52 7.03 -0.60
C 6.41 6.16 -1.75
C 3.61 3.16 -1.22
S 4.93 2.46 -2.24
H 2.48 -0.93 0.21
H 3.14 0.76 0.17
H 3.57 -0.36 -1.18
H -0.33 0.24 -1.68
H 2.16 1.54 -3.00
H 0.54 2.14 -2.26
H 0.70 5.14 -2.22
H -0.06 6.50 -1.31
H -1.02 5.55 -2.50
H 4.26 4.69 2.71
H 3.63 6.51 4.58
H 1.68 8.02 4.21
H 0.83 6.39 0.49
H 5.85 3.05 0.64
H 4.19 7.50 0.36
H 4.84 7.89 -1.26
H 3.64 6.56 -1.14
H 7.05 7.09 -1.79
H 5.67 6.27 -2.60
H 7.05 5.26 -1.95
H 5.54 1.51 -1.43
C -2.19 3.14 7.60
C -3.66 3.39 7.21
C -4.59 2.19 7.31
F -4.23 1.17 6.51
F -5.85 2.54 6.94
F -3.69 3.93 5.97
F -4.13 4.35 8.05
O -1.26 2.90 6.54
C -1.15 1.59 6.06
C -1.60 1.46 4.60
F -2.88 1.86 4.44
F -1.53 0.17 4.19
F -1.80 0.74 6.88
F 0.16 1.27 6.15
H -1.84 4.08 8.05
H -2.09 2.40 8.40
H -4.65 1.82 8.34
H -0.97 2.07 3.95
C -1.52 -5.24 -1.34
C -1.58 -4.28 -2.55
C -1.68 -2.79 -2.24
F -2.79 -2.48 -1.55
F -1.72 -2.07 -3.39
F -2.59 -4.67 -3.36
F -0.43 -4.48 -3.26
O -2.75 -5.86 -0.94
C -3.59 -5.12 -0.08
C -4.93 -4.78 -0.74
F -4.76 -4.07 -1.87
F -5.68 -4.02 0.09
F -2.94 -4.04 0.38
F -3.81 -5.91 0.99
H -0.89 -6.07 -1.65
H -1.00 -4.79 -0.49
H -0.81 -2.45 -1.67
H -5.49 -5.69 -0.99
C -2.66 -9.43 -5.75
C -1.31 -8.84 -6.20
C -0.06 -9.57 -5.71
F 0.05 -9.59 -4.37
F 1.06 -8.95 -6.18
F -1.26 -7.53 -5.86
F -1.30 -8.88 -7.56
O -3.29 -8.83 -4.62
C -2.90 -9.26 -3.34
C -2.23 -8.14 -2.53
F -1.13 -7.66 -3.17
F -1.81 -8.61 -1.33
F -2.13 -10.36 -3.45
F -4.03 -9.64 -2.71
H -3.35 -9.24 -6.57
H -2.62 -10.52 -5.66
H -0.04 -10.60 -6.08
H -2.91 -7.32 -2.37

75
Properties=species:S:1:pos:R:3 method="wB97M-V/def2-TZVPD" e_above_lowest_ev=0.083 lumo_energy_ev=-6.60 total_charge=+2 homo_energy_ev=-13.9031 spin_multiplicity=1 energy_ha=-6372.598034
Bi -0.19 0.51 -0.94
C 4.71 0.22 -1.61
C 3.37 0.43 -1.92
N 2.41 -0.30 -1.36
C 2.77 -1.26 -0.51
C 4.11 -1.39 -0.14
N 5.07 -0.66 -0.69
C 1.70 -2.19 -0.05
C 2.04 -3.42 0.49
C 1.05 -4.33 0.86
C -0.26 -3.94 0.61
C -0.54 -2.71 0.05
N 0.43 -1.83 -0.25
C -1.94 -2.31 -0.27
C -3.01 -3.20 -0.25
N -4.24 -2.83 -0.56
C -4.43 -1.57 -0.90
C -3.39 -0.66 -0.93
N -2.15 -1.04 -0.61
C 1.38 -5.65 1.47
C 2.68 -6.14 1.47
C 2.94 -7.37 2.05
N 2.00 -8.13 2.62
C 0.76 -7.65 2.62
C 0.40 -6.43 2.06
H 5.49 0.78 -2.10
H 3.07 1.19 -2.63
H 4.41 -2.10 0.63
H 3.08 -3.67 0.62
H -1.07 -4.61 0.85
H -2.87 -4.24 0.01
H -5.44 -1.27 -1.16
H -3.53 0.38 -1.20
H 3.50 -5.61 1.02
H 3.94 -7.77 2.05
H 0.00 -8.28 3.09
H -0.63 -6.13 2.13
C -0.51 0.26 3.55
C -0.93 0.70 2.18
O -0.14 0.32 1.26
C -2.12 1.47 1.98
C -2.96 1.72 3.10
C -4.10 2.45 2.99
C -4.46 2.98 1.73
C -3.67 2.76 0.63
C -2.48 2.02 0.72
O -1.77 1.89 -0.38
H 0.42 -0.31 3.48
H -1.28 -0.37 4.01
H -0.35 1.12 4.20
H -2.69 1.32 4.06
H -4.73 2.63 3.85
H -5.36 3.56 1.64
H -3.93 3.18 -0.34
C -0.43 5.68 -2.35
Ge 0.68 4.22 -2.97
C -0.47 2.70 -3.44
C 1.78 4.68 -4.49
C 1.99 3.80 -1.53
Se 1.62 2.62 -0.02
C 0.46 3.84 0.94
H -1.14 5.96 -3.13
H 0.17 6.55 -2.11
H -1.00 5.40 -1.46
H -0.97 2.98 -4.36
H -1.25 2.54 -2.69
H 0.08 1.78 -3.65
H 1.15 5.01 -5.31
H 2.37 3.82 -4.83
H 2.47 5.49 -4.24
H 2.22 4.75 -1.05
H 2.92 3.45 -1.97
H -0.41 4.08 0.33
H 1.04 4.73 1.16
H 0.15 3.37 1.87